{"formula": "C10H32CoO7", "method": "ωB97M-V/def2-TZVPD", "elements": ["Co", "O", "H", "O", "H", "C", "C", "O", "H", "H", "H", "H", "H", "H", "C", "C", "O", "H", "H", "H", "H", "H", "H", "C", "C", "O", "H", "H", "H", "H", "H", "H", "C", "C", "O", "H", "H", "H", "H", "H", "H", "C", "C", "O", "H", "H", "H", "H", "H", "H"], "xyz": [[0.8923, -0.1743, 0.3572], [0.2819, 1.4699, -0.4975], [0.4218, 2.4025, -0.6697], [1.6822, -1.6870, 1.2847], [1.6292, -1.9989, 2.1913], [-4.3603, 1.7084, -0.9526], [-3.0280, 1.8135, -0.2711], [-2.1702, 0.8158, -0.7876], [-5.0938, 2.4531, -0.6388], [-4.8000, 0.7225, -0.7989], [-4.2362, 1.8443, -2.0320], [-3.1766, 1.6902, 0.8195], [-2.5809, 2.8115, -0.3496], [-1.2202, 1.1056, -0.6523], [3.9327, 0.1556, -2.3953], [3.3977, 1.1279, -1.3485], [2.9822, 0.4541, -0.1446], [4.4387, 0.7774, -3.1509], [3.1468, -0.3603, -2.9391], [4.7118, -0.4791, -1.9784], [2.5149, 1.6575, -1.6856], [4.2115, 1.8083, -1.0835], [3.7337, -0.0405, 0.1987], [0.3300, -2.6273, -3.3785], [-0.1264, -1.8186, -2.1763], [0.9806, -1.4801, -1.3302], [0.9029, -3.5179, -3.1261], [0.8740, -1.9959, -4.0850], [-0.5482, -2.9414, -3.9554], [-0.8798, -2.3678, -1.6087], [-0.5250, -0.8590, -2.4987], [1.5556, -2.2463, -1.2297], [1.0246, 2.9706, 3.7017], [0.2181, 1.9164, 2.9761], [1.0712, 0.9920, 2.2746], [0.3917, 3.7277, 4.1630], [1.6925, 3.4977, 3.0142], [1.6848, 2.5142, 4.4462], [-0.3885, 2.3685, 2.1930], [-0.4158, 1.3514, 3.6644], [1.8049, 0.7089, 2.8275], [-2.0491, -3.1791, 1.0776], [-1.7869, -1.8299, 1.7500], [-1.1593, -0.9066, 0.8806], [-1.0893, -3.6817, 0.9458], [-2.5685, -3.0526, 0.1308], [-2.6339, -3.8062, 1.7545], [-1.1383, -1.9717, 2.6162], [-2.7179, -1.4180, 2.1607], [-1.8151, -0.4255, 0.3365]], "orbital_gap_ev": [8.872, 8.603], "multiplicity": 4, "molar_mass_g_mol": 323.292, "fmax_ev_per_a": 1.38, "total_energy_ha": -2309.628860, "lumo_ev": [0.8, 0.8], "e_homo_ev": [-8.11, -7.84], "e_above_lowest_kcal_mol": 0.0}

---

{"formula": "C30H37CdCl3GeIN7S", "method": "ωB97M-V/def2-TZVPD", "elements": ["Cd", "C", "C", "C", "C", "C", "C", "C", "N", "C", "C", "C", "C", "C", "C", "C", "N", "C", "C", "C", "C", "H", "H", "H", "H", "H", "H", "H", "H", "H", "H", "H", "H", "H", "H", "H", "H", "H", "H", "H", "H", "H", "H", "H", "H", "C", "N", "C", "C", "N", "C", "S", "C", "C", "C", "C", "C", "N", "H", "H", "H", "H", "H", "H", "H", "H", "H", "N", "C", "C", "C", "N", "H", "H", "H", "H", "Cl", "Ge", "Cl", "Cl", "I"], "xyz": [[-5.6330, 2.9037, 17.9054], [-7.3004, 2.1755, 24.8489], [-6.2311, 1.2722, 24.1907], [-6.6669, -0.1749, 24.3776], [-4.9426, 1.3503, 25.0450], [-5.9688, 1.6377, 22.7264], [-5.6693, 3.0202, 22.3327], [-5.4663, 3.2516, 21.0069], [-5.3247, 2.3044, 20.0904], [-5.5687, 1.0117, 20.4553], [-5.9003, 0.7034, 21.7691], [-5.3163, -0.0234, 19.4769], [-5.0572, -1.3338, 19.8340], [-5.1500, -2.3478, 18.9093], [-5.5791, -1.9648, 17.6465], [-5.8332, -0.6233, 17.3424], [-5.6269, 0.4011, 18.1782], [-4.7848, -3.8065, 19.1688], [-3.6481, -4.1840, 18.1144], [-5.9569, -4.7857, 18.8480], [-4.3170, -4.0513, 20.5722], [-7.4618, 1.7505, 25.8391], [-8.2648, 2.2814, 24.2960], [-6.8455, 3.1922, 24.9763], [-6.9946, -0.3129, 25.4140], [-5.8948, -0.9371, 24.0606], [-7.5302, -0.4101, 23.7754], [-5.1084, 0.8123, 25.9922], [-4.7189, 2.4014, 25.2069], [-4.1759, 0.8937, 24.4097], [-5.6873, 3.8603, 22.9530], [-5.3774, 4.2921, 20.6388], [-5.9675, -0.3499, 21.9505], [-4.9195, -1.5245, 20.9114], [-5.7896, -2.7626, 16.8942], [-6.0546, -0.2963, 16.3185], [-4.0757, -4.1764, 17.1044], [-3.3569, -5.2210, 18.2990], [-2.7479, -3.6175, 18.1225], [-6.1305, -4.9279, 17.7987], [-6.8437, -4.4820, 19.3382], [-5.6813, -5.7583, 19.2123], [-3.4367, -3.4675, 20.8610], [-4.0456, -5.1590, 20.7191], [-5.1583, -3.8607, 21.2993], [-1.6284, 3.3329, 15.6090], [-2.5357, 4.1522, 14.8778], [-2.2844, 5.3135, 14.2211], [-3.4378, 5.8364, 13.7807], [-4.4568, 4.9973, 14.2302], [-3.9018, 3.8991, 14.7791], [-4.6849, 2.5384, 15.4476], [-5.8449, 5.1980, 13.9182], [-6.3398, 5.1749, 12.6055], [-7.7278, 5.4527, 12.4330], [-8.5803, 5.6088, 13.5528], [-7.9528, 5.5678, 14.8044], [-6.6641, 5.3652, 14.9409], [-1.5356, 3.7356, 16.6258], [-0.6527, 3.4059, 15.1420], [-1.9830, 2.3093, 15.6361], [-1.2668, 5.7295, 14.2575], [-3.7672, 6.7448, 13.2734], [-5.5740, 5.0475, 11.8796], [-8.1500, 5.4251, 11.4228], [-9.6234, 5.8552, 13.4796], [-8.5590, 5.5380, 15.7030], [-5.2540, 6.1048, 17.2848], [-4.6235, 7.3456, 17.4851], [-3.5181, 7.1077, 18.3177], [-3.5689, 5.7350, 18.6345], [-4.6420, 5.1654, 18.0160], [-5.9895, 5.8520, 16.5697], [-4.9905, 8.2353, 16.9775], [-2.9491, 7.9010, 18.7869], [-2.9127, 5.1916, 19.2532], [-10.5887, 6.0264, 21.3986], [-9.3747, 5.7397, 19.5581], [-10.4953, 6.9876, 17.9891], [-7.5375, 6.8897, 20.0159], [-8.6010, 3.1935, 17.9377]], "charge": 1, "orbital_gap_ev": [6.480, 7.460], "multiplicity": 2, "molar_mass_g_mol": 946.027, "fmax_ev_per_a": 4.00, "total_energy_ha": -5869.746052, "lumo_ev": [-3.0, -3.8], "e_homo_ev": [-9.46, -11.23], "e_above_lowest_kcal_mol": 22.7}

---

{"formula": "C5H10O", "method": "ωB97M-V/def2-TZVPD", "elements": ["C", "C", "C", "C", "C", "O", "H", "H", "H", "H", "H", "H", "H", "H", "H", "H"], "xyz": [[-0.9010, -1.5821, -0.2786], [-0.8376, -0.5955, 0.6222], [0.2474, 0.4657, 0.6101], [1.6560, -0.1223, 0.5124], [-0.1904, 1.3558, -0.5955], [-1.5199, 1.0230, -0.9484], [-1.7559, -2.2467, -0.3353], [-0.0704, -1.7863, -0.9515], [-1.6841, -0.4113, 1.2817], [0.1839, 1.0566, 1.5335], [1.8406, -0.8026, 1.3514], [2.4255, 0.6567, 0.5393], [1.7909, -0.6909, -0.4147], [0.4701, 1.2117, -1.4650], [-0.1643, 2.4214, -0.3390], [-1.4909, 0.0469, -1.1226]], "smiles": "C=C[C@@H](C)CO", "orbital_gap_ev": 10.796, "molar_mass_g_mol": 86.134, "fmax_ev_per_a": 1.45, "total_energy_ha": -271.693871, "lumo_ev": 1.1, "e_homo_ev": -9.71, "e_above_lowest_kcal_mol": 36.9}